Entry 1:
ORCA calculation (wB97M-V/def2-TZVPD) on a gas-phase ion, C15H20N3OS (charge +1).

```
! RIJCOSX wB97M-V def2-TZVPD def2/J DEFGRID3
* xyz 1 1
C -2.674 -1.652 2.741
C -2.317 -1.262 1.342
C -2.679 -0.020 0.841
C -2.386 0.361 -0.462
C -1.717 -0.523 -1.313
C -1.353 -1.765 -0.806
C -1.638 -2.131 0.497
H -1.342 -3.106 0.856
H -0.843 -2.466 -1.452
C -1.404 -0.182 -2.740
H -2.319 0.017 -3.296
H -0.766 0.699 -2.808
H -0.894 -1.012 -3.222
C -2.789 1.734 -0.912
H -3.873 1.852 -0.908
H -2.405 1.990 -1.896
S -2.221 3.034 0.268
C -0.572 2.612 0.382
N 0.275 2.998 1.294
N 1.444 2.411 1.006
C 1.272 1.694 -0.062
O 0.019 1.772 -0.527
C 2.373 0.865 -0.627
H 2.689 1.254 -1.600
C 2.048 -0.638 -0.699
H 1.893 -0.964 -1.724
H 1.139 -0.858 -0.137
C 3.259 -1.308 -0.051
C 3.638 -0.320 1.043
N 3.488 1.000 0.373
H 4.364 1.280 -0.072
H 3.164 1.752 1.030
H 4.648 -0.451 1.426
H 2.928 -0.372 1.869
H 3.019 -2.289 0.348
H 4.073 -1.419 -0.769
H -3.203 0.674 1.483
H -2.576 -0.807 3.418
H -2.048 -2.468 3.093
H -3.711 -1.985 2.774
*
```

SMILES string: Cc1ccc(C)c(CSc2nnc([C@@H]3CCC[NH2+]3)o2)c1
LUMO level: -2.975 eV
frontier orbital gap: 8.529 eV
DFT total energy: -33226.1075 eV
E_HOMO: -0.42277 Eh
relative energy (zero: lowest compared OMol25 entry of this formula, charge and spin): 0.0 kJ/mol

Atomic partial charges in e from the natural (NBO) method, atoms 1 to 6: -0.63 -0.01 -0.20 -0.08 0.07 -0.25

***

Entry 2:
ORCA calculation (wB97M-V/def2-TZVPD) on a molecular structure, C6H13BrCdP.

```
! RIJCOSX wB97M-V def2-TZVPD def2/J DEFGRID3
* xyz 1 1
C 3.545 -0.765 0.875
C 2.699 -0.021 0.406
P 1.323 1.164 -0.358
Br -0.090 2.690 -1.352
C 0.076 -0.242 0.017
C -1.399 -0.058 -0.234
C -2.073 0.793 0.843
C -2.018 -1.483 -0.213
H 4.322 -1.284 1.400
H 1.556 0.379 -1.844
H 2.390 1.979 -0.778
H 1.191 1.776 0.919
H 0.247 -0.457 1.076
H 0.465 -1.102 -0.558
H -1.603 0.336 -1.230
H -3.154 0.754 0.722
H -1.843 0.366 1.825
H -1.735 1.827 0.836
H -1.820 -1.994 0.730
H -3.094 -1.392 -0.359
H -1.634 -2.076 -1.046
Cd 2.650 -1.189 -1.677
*
```

LUMO level: -7.156 eV
frontier orbital gap: 5.919 eV
DFT total energy: -90315.8486 eV
E_HOMO: -0.48051 Eh

Atomic partial charges in e from the natural (NBO) method, atoms 1 to 6: -0.29 -0.43 0.61 -0.29 -0.54 -0.27

***

Entry 3:
ORCA calculation (wB97M-V/def2-TZVPD) on a molecular structure, C47H52N5P2S2SiZn.

```
! RIJCOSX wB97M-V def2-TZVPD def2/J DEFGRID3
* xyz 1 1
Zn 1.924 -0.287 -0.398
C 5.267 -2.059 0.731
C 5.210 -0.601 0.374
C 6.316 0.218 0.482
C 6.181 1.567 0.143
C 4.992 2.046 -0.349
C 3.912 1.146 -0.512
N 4.043 -0.133 -0.085
N 2.700 1.408 -1.054
Si 2.387 2.785 -2.083
C 3.922 3.261 -3.089
C 1.059 2.218 -3.300
C 1.768 4.262 -1.074
H 5.979 -2.237 1.534
H 5.596 -2.639 -0.135
H 4.284 -2.420 1.028
H 7.260 -0.173 0.835
H 7.022 2.237 0.270
H 4.865 3.090 -0.594
H 4.735 2.549 -2.949
H 4.293 4.247 -2.800
H 3.697 3.298 -4.156
H 1.319 1.260 -3.753
H 0.911 2.944 -4.102
H 0.112 2.097 -2.777
H 2.448 4.505 -0.255
H 0.786 4.062 -0.642
H 1.671 5.153 -1.698
C -5.556 -1.173 -3.506
S -5.504 -1.917 -1.852
C -5.448 -0.419 -0.805
C -4.093 -0.197 -0.133
C -2.982 0.023 -1.157
N -1.640 0.138 -0.564
P -0.870 1.665 -0.162
C -2.232 2.847 -0.533
C -3.151 3.297 0.413
C -4.189 4.140 0.041
C -4.331 4.531 -1.282
C -3.410 4.108 -2.229
C -2.360 3.285 -1.853
C -1.004 1.720 1.667
C -1.823 0.898 2.431
C -1.900 1.078 3.805
C -1.170 2.082 4.425
C -0.334 2.892 3.669
C -0.239 2.698 2.300
P -0.547 -1.168 -0.681
C -1.478 -2.475 0.210
C -2.483 -3.227 -0.391
C -3.266 -4.079 0.374
C -3.052 -4.192 1.739
C -2.041 -3.457 2.343
C -1.256 -2.608 1.581
C -0.637 -1.729 -2.415
C -0.350 -3.053 -2.746
C -0.332 -3.457 -4.071
C -0.577 -2.536 -5.081
C -0.841 -1.213 -4.761
C -0.873 -0.811 -3.434
H -5.515 -1.996 -4.215
H -4.699 -0.518 -3.652
H -6.485 -0.624 -3.639
H -6.217 -0.553 -0.045
H -5.723 0.427 -1.436
H -3.853 -1.071 0.479
H -4.166 0.677 0.519
H -3.205 0.930 -1.721
H -2.982 -0.817 -1.854
H -3.052 2.995 1.446
H -4.887 4.494 0.788
H -5.145 5.181 -1.575
H -3.509 4.424 -3.259
H -1.624 2.990 -2.592
H -2.405 0.122 1.951
H -2.547 0.437 4.393
H -1.247 2.226 5.496
H 0.234 3.680 4.148
H 0.428 3.312 1.701
H -2.673 -3.145 -1.451
H -4.058 -4.642 -0.103
H -3.673 -4.849 2.333
H -1.874 -3.546 3.410
H -0.469 -2.024 2.047
H -0.160 -3.774 -1.959
H -0.142 -4.494 -4.318
H -0.566 -2.855 -6.115
H -1.029 -0.493 -5.547
H -1.084 0.221 -3.187
S 2.986 -4.613 -2.037
C 2.171 -4.657 -0.530
C 1.875 -3.396 -0.128
N 2.284 -2.409 -0.988
C 2.885 -2.908 -2.027
H 1.946 -5.583 -0.030
H 1.367 -3.132 0.786
H 3.317 -2.313 -2.818
N 1.836 -0.604 1.698
C 1.980 -0.656 2.835
C 2.151 -0.720 4.243
C 3.105 0.088 4.863
C 3.199 0.086 6.242
C 2.346 -0.709 6.996
C 1.411 -1.529 6.375
C 1.318 -1.549 4.998
H 3.752 0.710 4.258
H 3.933 0.708 6.736
H 2.415 -0.694 8.076
H 0.750 -2.140 6.974
H 0.605 -2.193 4.499
*
```

LUMO level: -2.351 eV
frontier orbital gap: 7.292 eV
DFT total energy: -153576.6537 eV
E_HOMO: -0.35435 Eh
relative energy (zero: lowest compared OMol25 entry of this formula, charge and spin): 81.4 kJ/mol

Atomic partial charges in e from the Mulliken method, atoms 1 to 6: 0.02 -1.21 0.57 -1.02 -0.62 -0.90

***

Entry 4:
ORCA calculation (wB97M-V/def2-TZVPD) on a molecular structure, C8H19N8O4PPtS.

```
! RIJCOSX wB97M-V def2-TZVPD def2/J DEFGRID3
* xyz 2 1
Pt 0.980 0.911 -0.552
N 3.393 0.714 1.110
N 3.935 -0.478 0.659
C 3.458 -1.164 -0.395
N 4.009 -2.335 -0.661
N 2.451 -0.649 -1.145
N 1.953 -1.379 -2.158
O 0.977 -0.896 -2.748
O 2.472 -2.414 -2.528
H 3.987 1.502 0.880
H 3.238 0.668 2.109
H 4.738 -0.853 1.142
H 4.761 -2.710 -0.107
H 3.698 -2.832 -1.482
S 1.682 2.953 -1.674
C 0.192 3.457 -0.951
C -0.423 4.694 -1.078
C -1.603 4.906 -0.390
C -2.127 3.891 0.409
C -1.470 2.680 0.469
N -0.338 2.474 -0.210
H 0.032 5.459 -1.692
H -2.114 5.857 -0.468
H -3.029 4.043 0.982
H -1.835 1.852 1.059
N -2.422 -2.022 2.982
C -1.561 -2.724 1.971
P -1.262 -1.463 0.610
O -2.100 -0.302 1.076
O 0.199 -1.280 0.349
C -2.144 -2.101 -0.901
N -2.117 -0.986 -1.892
H -2.615 -1.072 2.505
H -1.936 -1.840 3.857
H -3.289 -2.514 3.187
H -2.054 -3.620 1.600
H -0.605 -3.006 2.404
H -3.180 -2.317 -0.647
H -1.680 -2.988 -1.327
H -1.145 -0.882 -2.274
H -2.341 -0.104 -1.418
H -2.764 -1.127 -2.666
*
```

LUMO level: -5.824 eV
frontier orbital gap: 7.395 eV
DFT total energy: -52070.4096 eV
E_HOMO: -0.48578 Eh
relative energy (zero: lowest compared OMol25 entry of this formula, charge and spin): 63.0 kJ/mol

Atomic partial charges in e from the natural (NBO) method, atoms 1 to 6: 0.72 -0.64 -0.40 0.65 -0.75 -0.47

***

Entry 5:
ORCA calculation (wB97M-V/def2-TZVPD) on a molecular structure, C13H16BeClN5O3.

```
! RIJCOSX wB97M-V def2-TZVPD def2/J DEFGRID3
* xyz 0 1
Be 1.699 0.491 -0.788
N 2.842 1.774 -1.355
C 2.061 3.030 -1.318
C 1.208 2.959 -0.064
N 0.509 1.660 -0.119
H 3.659 1.834 -0.757
H 3.159 1.560 -2.294
H 1.416 3.042 -2.198
H 2.688 3.921 -1.329
H 0.520 3.803 -0.004
H 1.839 2.966 0.825
H -0.273 1.724 -0.769
H 0.122 1.392 0.781
C -0.859 -2.559 1.835
C -1.715 -1.417 1.374
C -2.489 -0.686 2.258
C -3.294 0.355 1.810
Cl -4.246 1.258 2.953
C -3.348 0.670 0.469
C -2.571 -0.049 -0.436
C -1.750 -1.076 0.011
O -0.925 -1.804 -0.778
C -0.900 -1.500 -2.161
C -0.129 -0.200 -2.404
O -0.664 0.794 -2.861
O 1.120 -0.259 -2.044
H -0.838 -2.621 2.921
H 0.159 -2.456 1.466
H -1.222 -3.507 1.436
H -2.472 -0.930 3.313
H -3.990 1.468 0.122
H -2.618 0.210 -1.486
H -1.905 -1.433 -2.574
H -0.343 -2.316 -2.618
N 2.363 -4.567 1.987
C 2.747 -3.493 1.805
N 3.267 -2.285 1.646
C 2.765 -1.362 0.952
N 2.409 -0.393 0.392
*
```

LUMO level: -0.148 eV
frontier orbital gap: 8.422 eV
DFT total energy: -40261.9451 eV
E_HOMO: -0.31492 Eh
relative energy (zero: lowest compared OMol25 entry of this formula, charge and spin): 37.7 kJ/mol

Atomic partial charges in e from the natural (NBO) method, atoms 1 to 6: 1.65 -0.93 -0.24 -0.23 -0.95 0.40

***

Entry 6:
ORCA calculation (wB97M-V/def2-TZVPD) on a single C11H20N2O5 molecule.

```
! RIJCOSX wB97M-V def2-TZVPD def2/J DEFGRID3
* xyz 0 1
C -2.145 -0.459 -0.386
C -0.948 0.198 0.326
C -3.386 0.332 -0.009
C -4.639 -0.060 -0.776
C -5.901 0.507 -0.100
C 1.502 0.505 0.213
C 1.484 2.022 -0.042
C 2.633 -0.167 -0.499
C 4.010 0.035 0.155
C 5.120 -0.312 -0.847
C 4.042 -0.882 1.354
H -1.478 -2.332 -0.324
H -3.027 -2.413 -0.555
H -1.973 -0.280 -1.476
H -3.142 1.362 -0.059
H -3.537 0.184 1.066
H -4.585 0.372 -1.746
H -4.762 -1.176 -0.889
H -5.301 -0.299 1.539
H 0.191 -0.215 -1.298
H 1.413 0.228 1.323
H 2.448 -1.288 -0.507
H 2.636 0.277 -1.501
H 4.211 1.065 0.470
H 5.098 0.325 -1.735
H 6.028 -0.208 -0.273
H 4.942 -1.362 -1.129
H 3.209 -0.786 2.073
H 3.933 -1.968 1.036
H 5.026 -0.709 1.921
H 0.078 1.994 1.287
N -2.302 -1.887 -0.039
N 0.182 -0.020 -0.352
O -1.004 0.832 1.389
O -6.739 1.113 -0.692
O -6.021 0.284 1.243
O 2.080 2.564 -0.923
O 0.623 2.624 0.761
*
```

SMILES string: CC(C)C[C@H](NC(=O)[C@@H](N)CCC(=O)O)C(=O)O
LUMO level: 0.192 eV
frontier orbital gap: 10.510 eV
DFT total energy: -24949.9188 eV
E_HOMO: -0.37918 Eh
relative energy (zero: lowest compared OMol25 entry of this formula, charge and spin): 96.2 kJ/mol

Atomic partial charges in e from the natural (NBO) method, atoms 1 to 6: -0.12 0.70 -0.40 -0.52 0.79 -0.17